The following is a quantum chemistry calculation of 12 unconnected molecules or ions with the total composition C9H42O12, from the Open Molecules 2025 dataset.

```
! RIJCOSX wB97M-V def2-TZVPD def2/J DEFGRID3
* xyz -1 2
O -3.87835 2.84527 -1.82731
H -3.95604 3.44222 -2.57152
H -3.47875 2.05621 -2.19329
O -3.03637 -1.28384 2.35161
H -2.30337 -0.76438 2.02130
H -3.54723 -1.50104 1.57182
O 1.81476 5.35413 1.05851
H 1.04832 5.28863 1.62818
H 1.47510 5.18795 0.17917
O 0.19083 4.97839 -1.13966
H 0.53707 5.15956 -2.01345
H -0.63126 4.51459 -1.29868
O 0.08634 -0.82353 6.07949
H -0.28953 -1.68360 5.89179
H -0.29855 -0.24463 5.42150
O -1.18820 1.10258 4.39938
H -1.99566 1.49726 4.07004
H -0.54233 1.80786 4.35860
O -1.13823 -2.49199 4.23444
H -0.44139 -2.46440 3.57878
H -1.89760 -2.11067 3.79378
O -4.30890 -1.38956 -0.85686
H -3.66299 -2.08084 -0.71140
H -3.80482 -0.66361 -1.22445
O 1.55514 -0.76621 3.43217
H 2.41541 -1.18277 3.48361
H 1.29803 -0.63307 4.34453
C 3.24047 1.08524 -0.81051
C 4.50400 0.26330 -1.09754
C 5.20775 0.59330 -2.46674
O 5.45947 0.52506 -0.07199
H 2.47387 0.99381 -1.57997
H 3.40351 2.15850 -0.71234
H 2.70965 0.75561 0.08262
H 4.30190 -0.80611 -1.15768
H 4.73454 0.27836 -3.39679
H 6.16969 0.09830 -2.59997
H 5.17385 1.67872 -2.56061
H 6.29711 0.35369 -0.50856
C -1.06945 0.30658 -0.49688
C -0.25311 0.81195 0.69777
C -0.50071 2.29854 1.12532
O -0.70296 0.06306 1.82334
H -1.23609 -0.76453 -0.38265
H -0.53968 0.48875 -1.43191
H -2.02186 0.83159 -0.57023
H 0.78304 0.47972 0.63352
H -0.12570 2.35496 2.14723
H -1.54868 2.59479 1.17099
H 0.13878 2.97455 0.55773
H -0.07124 0.03613 2.54570
C -0.81627 -4.14703 -2.09741
C -1.54132 -3.23659 -3.11327
C -1.21221 -3.70737 -4.49492
O -2.94973 -3.24199 -2.81438
H -0.99490 -3.61428 -1.16340
H 0.24691 -4.11436 -2.33549
H -1.20476 -5.16451 -2.14133
H -1.14998 -2.22221 -3.03604
H -1.89883 -3.11493 -5.09963
H -1.45575 -4.76428 -4.60322
H -0.14774 -3.64643 -4.72137
H -3.42479 -2.63039 -3.38170
*
```

expectation value of S²: 0.7505
HOMO (alpha / beta): 0.00 / -7.74 eV
max |F|: 1.86 eV Å⁻¹
frontier orbital gap (alpha / beta): 2.316 / 9.983 eV

---

The following is a quantum chemistry calculation of a molecular structure, C9H4Cl2LuN2O3Rh, from the Open Molecules 2025 dataset.

```
! RIJCOSX wB97M-V def2-TZVPD def2/J DEFGRID3
* xyz 4 5
Rh 0.75173 -5.11367 -3.88212
Lu -0.76818 -1.17304 -0.66512
Cl -0.89161 -4.33722 -2.37197
Cl 0.04677 -1.26083 -2.86661
C 0.62800 0.16883 0.85191
C 0.00847 -6.72322 -4.36934
C 2.24836 -5.54676 -4.83369
O 0.96052 1.07926 1.50228
O -0.50562 -7.72731 -4.67544
O 3.27542 -5.73921 -5.37585
N -2.84017 5.34076 0.46699
C -2.86047 4.16691 0.49906
C -2.93426 2.72669 0.45963
C -4.16530 2.07794 0.63602
C -4.25277 0.69637 0.55553
C -3.13224 -0.00404 0.14407
N -1.95911 0.64499 -0.17434
C -1.81761 1.98166 0.10562
H -5.06474 2.66762 0.85052
H -5.19076 0.18390 0.76848
H -3.17242 -1.09064 0.13559
H -0.83050 2.43748 0.02644
*
```

expectation value of S²: 6.0402
HOMO (alpha / beta): -18.35 / -23.54 eV
max |F|: 10.26 eV Å⁻¹
frontier orbital gap (alpha / beta): 2.480 / 4.330 eV

---

The following is a quantum chemistry calculation of a molecular structure, C9H4Cl3N2O3PdS5Sb, from the Open Molecules 2025 dataset.

```
! RIJCOSX wB97M-V def2-TZVPD def2/J DEFGRID3
* xyz -2 1
Pd 0.62535 -2.25889 0.33061
S 0.53817 -4.09389 4.82268
Sb 1.80216 -4.14101 2.92667
S 2.14927 -1.96428 1.97941
S 0.45851 -4.44161 0.95443
S 3.65357 -5.46554 2.94511
O 2.21456 -0.19430 -1.98161
C 1.39696 0.36595 -1.27643
N 0.64194 -0.18990 -0.29136
S -0.41128 0.84136 0.38098
O -1.77938 0.49204 0.06209
O -0.13087 1.11486 1.76278
C 0.06313 2.23924 -0.60530
C -0.41393 3.53451 -0.59310
C 0.15693 4.43404 -1.48604
C 1.17044 4.03093 -2.35393
C 1.63369 2.72119 -2.34665
C 1.06388 1.83097 -1.45482
H -1.19901 3.83419 0.08891
H -0.18683 5.46121 -1.50737
H 1.60029 4.75162 -3.03943
H 2.41951 2.38277 -3.00962
Cl -3.88685 -4.18221 0.96251
C -3.19909 -2.54821 0.88706
Cl -2.42065 -2.13884 2.40287
Cl -4.48322 -1.38695 0.48756
C -2.18585 -2.51623 -0.16538
N -1.29143 -2.51302 -0.88260
*
```

relative energy (zero: lowest compared OMol25 entry of this formula, charge and spin): 2.4 kcal per mole
HOMO: -1.67 eV
max |F|: 0.34 eV Å⁻¹
frontier orbital gap: 5.721 eV

---

The following is a quantum chemistry calculation of 21 unconnected molecules or ions with the total composition C9H58NO21, from the Open Molecules 2025 dataset.

```
! RIJCOSX wB97M-V def2-TZVPD def2/J DEFGRID3
* xyz -1 1
C -2.55179 0.21669 -0.36085
C -1.11533 -0.15116 -0.02710
C -0.87876 -1.64528 -0.44436
C 0.65735 -2.02008 -0.37899
C 1.45783 -1.12203 -1.20782
C 1.28791 0.38948 -0.85942
N -0.12075 0.72195 -0.75470
O -0.37768 2.17788 -0.65521
C 1.93857 1.05545 -2.18987
C 2.11543 0.67282 0.40199
C -1.02553 -0.04695 1.52559
H -2.89683 1.11152 0.15715
H -3.20653 -0.55658 0.04099
H -2.59508 0.18806 -1.44961
H -1.12870 -1.78790 -1.49569
H -1.49637 -2.32532 0.14233
H 0.77544 -3.02871 -0.77501
H 0.97956 -2.06788 0.66120
H 1.40471 -1.20996 -2.29297
H 2.47810 -1.43741 -0.98945
H 1.91357 2.14512 -2.18046
H 1.58706 0.76302 -3.17933
H 3.02445 0.96886 -2.15150
H 2.14815 1.69494 0.77921
H 3.12808 0.28202 0.30248
H 1.74397 0.04414 1.21124
H -1.95331 -0.40764 1.96971
H -0.93370 0.94399 1.97023
H -0.16129 -0.54043 1.97019
O 0.05622 3.32959 -4.12511
H 0.24536 3.47044 -3.19742
H 0.90400 3.42254 -4.55969
O 4.85648 0.40278 2.61858
H 5.69094 0.04381 2.31686
H 4.26499 -0.34952 2.63911
O -2.72231 -4.45731 -2.08123
H -1.81445 -4.58656 -2.35565
H -2.67281 -4.34882 -1.13149
O -1.16399 -2.31747 -4.16869
H -1.22484 -1.56616 -3.57873
H -2.06583 -2.62528 -4.25910
O 3.88704 2.82337 3.32495
H 2.95194 2.69043 3.48029
H 4.25307 1.93950 3.29313
O 1.31720 4.51551 -0.83982
H 0.63113 3.85492 -0.74416
H 1.43552 4.86809 0.04217
O -6.00684 -1.42706 -0.45553
H -5.78615 -0.50604 -0.59428
H -5.42458 -1.70975 0.24967
O 4.78897 2.93100 0.06332
H 3.84901 2.75334 0.09727
H 5.19472 2.06605 0.00454
O 4.02617 -1.44817 -3.94728
H 3.75753 -0.79647 -4.59485
H 3.65870 -1.13200 -3.12191
O -1.03126 0.46539 -3.76478
H -1.09444 0.44372 -2.80991
H -0.69612 1.33974 -3.96334
O -5.83250 1.54528 -0.18624
H -5.46803 2.27798 -0.68278
H -5.54945 1.70153 0.71471
O -4.30368 -1.93322 1.82094
H -4.33783 -1.03856 2.15955
H -3.45154 -2.26467 2.10419
O -2.07903 -3.04242 3.04809
H -2.41803 -3.91113 3.26409
H -1.36992 -2.89887 3.67482
O -2.21040 3.69211 1.05875
H -2.11986 3.39901 1.96546
H -1.48209 3.27555 0.59802
O 4.73771 -3.69409 -0.73908
H 5.31683 -4.39037 -0.42917
H 3.94432 -3.78954 -0.21216
O -3.59035 3.28120 -1.16369
H -3.28646 2.87470 -1.97526
H -2.91690 3.06328 -0.51932
O 0.50187 3.20089 1.98797
H 0.54329 2.85527 1.09631
H 0.71804 2.45337 2.54539
O 0.09570 -5.21026 0.48060
H -0.83746 -5.40806 0.40111
H 0.12745 -4.40833 1.00226
O 1.08611 1.53969 3.83458
H 0.42920 1.91876 4.41853
H 1.43246 0.78951 4.31780
O 0.41556 -1.74132 4.21753
H 0.29467 -1.69080 3.26934
H 1.34682 -1.56437 4.35050
*
```

relative energy (zero: lowest compared OMol25 entry of this formula, charge and spin): 51.3 kcal per mole
HOMO: -4.14 eV
max |F|: 3.17 eV Å⁻¹
frontier orbital gap: 5.066 eV